Record 1
# C5H12N2

The molecule C5H12N2 in a non-equilibrium geometry (ωB97M-V with the def2-TZVPD basis set, the OMol25 dataset).

Atoms and positions in Å:
C -2.55121 0.34699 -0.01964
C -1.82181 -0.79084 0.64403
N -0.76975 -1.41907 0.20836
C 0.10230 -0.72196 -0.73314
C 1.02652 0.23302 0.07290
C 2.29505 -0.47609 0.53258
N 1.37276 1.42098 -0.68713
H -1.86582 1.08123 -0.44421
H -3.20423 -0.04712 -0.80265
H -3.17451 0.84712 0.72703
H -2.43371 -1.34033 1.37945
H -0.47482 -0.16125 -1.47930
H 0.70139 -1.46409 -1.27499
H 0.38645 0.49222 0.99311
H 2.04805 -1.38101 1.09651
H 2.91007 -0.77502 -0.32505
H 2.90861 0.17415 1.16532
H 2.00803 2.01717 -0.15986
H 0.53664 1.96391 -0.89332

Its energy above the lowest of the compared OMol25 structures with the same formula, charge and spin is 27.4 kcal/mol. The HOMO energy is -9.19 eV. The molar mass comes out at 100.16 g/mol. Its charge is 0. The gap between HOMO and LUMO is 10.148 eV. For the lowest unoccupied orbital energy, the calculation gives 0.957 eV.


Record 2
# C2H2ClN3O

A cluster of 2 separate species, C2H2ClN3O in total in a non-equilibrium geometry (ωB97M-V with the def2-TZVPD basis set, the OMol25 dataset).

Atoms and positions in Å:
C -2.40151 -0.56375 0.84358
C 1.43097 1.73780 -0.62975
N -1.33087 -0.79243 0.40116
N 2.10411 0.73781 -0.45061
N -0.18292 -0.73135 0.00723
O 0.74565 2.69055 -0.63658
Cl 0.46909 -2.23310 -0.49319
H -2.78621 -0.65746 1.86042
H 1.95170 -0.18808 -0.90224

Its energy above the lowest of the compared OMol25 structures with the same formula, charge and spin is 75.5 kcal/mol. The HOMO energy is -9.49 eV. The molar mass comes out at 119.51 g/mol. Its charge is 0. The gap between HOMO and LUMO is 9.403 eV. For the lowest unoccupied orbital energy, the calculation gives -0.087 eV.


Record 3
# C5H8O2

A cluster of 2 separate species, C5H8O2 in total in a non-equilibrium geometry (ωB97M-V with the def2-TZVPD basis set, the OMol25 dataset).

Atoms and positions in Å:
C 0.65562 1.09409 1.93072
C 0.00384 0.72235 0.69637
C 0.03691 0.55806 -0.62831
C -1.24928 0.20150 0.03314
H 1.82132 1.02804 1.88673
H 0.48510 0.51012 2.77071
H 0.38331 2.02966 2.23551
H 0.61409 0.82060 -1.61564
H -1.65913 -0.84875 0.10282
H -2.22298 0.81738 -0.17115
O 0.18235 -3.19536 -0.63842
C -0.62669 -2.86380 -1.45971
O -0.80423 -1.74197 -2.10948
H -1.32512 -3.68818 -1.91647
H -0.50279 -0.92870 -1.55928

Its energy above the lowest of the compared OMol25 structures with the same formula, charge and spin is 87.6 kcal/mol. The HOMO energy is -9.44 eV. The molar mass comes out at 100.12 g/mol. Its charge is 0. The gap between HOMO and LUMO is 10.364 eV. For the lowest unoccupied orbital energy, the calculation gives 0.922 eV.


Record 4
# C39H53BN4OPRuS2Si

A structure of composition C39H53BN4OPRuS2Si in a non-equilibrium geometry (ωB97M-V with the def2-TZVPD basis set, the OMol25 dataset).

Atoms and positions in Å:
Ru -0.12023 -0.59311 -0.37326
C -2.51794 -5.08219 -0.15303
N -1.46830 -4.75644 0.81460
C -1.40016 -5.21934 2.11695
C -0.21566 -4.91770 2.64051
N 0.45375 -4.14396 1.71861
B 1.99513 -3.72698 1.89133
N 2.11293 -2.68357 2.97501
C 3.15074 -2.66166 3.91006
C 3.06542 -1.55157 4.63578
N 1.94573 -0.82334 4.12869
C 1.30750 0.27588 4.83098
C 1.42257 -1.53802 3.09221
S 0.01604 -1.12753 2.19238
C -0.33821 -3.98310 0.62990
S -0.10354 -3.04005 -0.72894
H -3.16249 -5.79199 0.30943
H -2.11170 -5.54474 -1.06955
H -3.09743 -4.16374 -0.30257
H -2.29203 -5.71552 2.52490
H 0.18139 -4.92783 3.61851
H 2.69399 -4.70772 2.07943
H 2.54208 -3.31278 0.87165
H 3.82919 -3.49061 4.01010
H 3.75975 -1.11124 5.32680
H 1.93573 1.16669 4.86806
H 1.17850 0.01113 5.85583
H 0.30035 0.43642 4.48743
O -1.38380 -1.36849 -2.79726
C -0.42625 -0.70658 -2.40485
C 0.56478 -0.12859 -3.32784
C 0.47709 0.06333 -4.71903
C 1.44861 0.63080 -5.46996
C 2.55721 1.19762 -4.77696
C 2.64970 1.05138 -3.40936
C 1.66986 0.35373 -2.69600
P 1.89410 0.04718 -0.97182
C 3.49207 -0.92098 -1.03134
C 3.76064 -1.73127 -2.18066
C 5.00884 -2.27089 -2.36970
C 6.02354 -2.15995 -1.40399
C 5.68988 -1.58303 -0.15773
C 4.45570 -0.79631 -0.05841
C 2.42901 1.57541 -0.13328
C 2.74408 1.42125 1.23174
C 3.50963 2.36069 1.95526
C 3.75147 3.55434 1.35295
C 3.33811 3.84447 0.00202
C 2.58448 2.88011 -0.68810
H -0.38460 -0.42519 -5.22687
H 1.52307 0.41651 -6.53988
H 3.33340 1.71178 -5.34858
H 3.56579 1.54441 -2.98474
H 2.96960 -1.85906 -2.98521
H 5.08791 -2.87351 -3.27133
H 7.08178 -2.21816 -1.59371
H 6.48171 -1.49699 0.55481
H 4.36428 -0.09828 0.76571
H 2.64294 0.37618 1.68343
H 3.88234 2.11588 2.97838
H 4.24359 4.33318 1.92073
H 3.73379 4.71471 -0.46076
H 2.24151 2.95594 -1.71859
C -3.74398 -1.41788 -0.46039
C -4.01685 0.07915 -0.77561
C -4.60641 0.07202 -2.18856
C -5.16063 0.65288 0.05918
Si -2.32500 1.08815 -0.41273
C -2.37546 1.78797 1.50436
C -2.92260 0.72120 2.51474
C -1.00881 2.29700 1.97808
C -3.36691 3.07947 1.58033
C -2.26883 2.68703 -1.64575
C -1.20217 3.70111 -1.11126
C -3.58596 3.51186 -1.70460
C -1.88174 2.21895 -3.12756
H -4.70082 -1.87141 -0.63576
H -3.42561 -1.65039 0.54353
H -2.98772 -1.78070 -1.16976
H -5.51715 -0.55954 -2.15596
H -3.87383 -0.40016 -2.87259
H -4.88001 1.07736 -2.58405
H -6.15426 0.33895 -0.31739
H -5.13417 1.72388 -0.02406
H -5.02680 0.39741 1.12891
H -3.53759 0.02456 2.00087
H -3.52342 1.22705 3.21837
H -2.19489 0.15032 3.08183
H -0.22722 1.52563 2.12492
H -1.22591 2.76672 2.96272
H -0.62036 3.10735 1.33661
H -4.39622 2.89785 1.36290
H -2.99586 3.84404 0.88575
H -3.18231 3.53376 2.56810
H -1.56546 4.03804 -0.12185
H -1.02595 4.55405 -1.78681
H -0.25553 3.24219 -0.79341
H -3.84702 4.00094 -0.78054
H -4.43835 2.87590 -1.95216
H -3.55341 4.23197 -2.49637
H -0.78208 2.21338 -3.11997
H -2.19340 2.95759 -3.85382
H -2.33826 1.26732 -3.38111

The HOMO energy (alpha / beta) is -5.20 / -7.64 eV. Its expectation value of S² is 8.796. The molar mass comes out at 828.96 g/mol. Its spin multiplicity is 6. Its charge is 0. The gap between HOMO and LUMO (alpha / beta) is 5.598 / 5.832 eV. For the lowest unoccupied orbital energy (alpha / beta), the calculation gives 0.394 / -1.806 eV.